Record 1
Density functional theory data (ωB97M-V with the def2-TZVPD basis set) for a structure of composition C11H25N3O5Tl in a non-equilibrium geometry.

XYZ file:
```
45
Properties=species:S:1:pos:R:3:forces:R:3:mulliken_charge:R:1
Tl -9.863743 4.144432 -12.115519 -0.1 0.1 0.0 0.99
O -9.387258 8.337556 -10.194729 4.7 2.5 -1.2 -0.38
C -8.178783 9.099645 -10.361033 -5.3 -0.9 1.2 -0.23
C -7.177317 8.864312 -11.546252 3.0 -4.4 -2.1 -0.20
O -6.880175 7.576504 -12.023584 -1.7 3.9 1.9 -0.38
H -7.677997 9.044052 -9.394487 1.3 -1.4 0.2 0.30
H -8.297624 10.181781 -10.306617 -0.9 0.4 -0.8 0.29
H -6.264600 9.457255 -11.487458 0.4 -0.1 1.1 0.34
H -7.620139 9.429069 -12.366653 -1.6 0.0 -0.3 0.26
C -14.446081 2.065904 -17.604226 -0.8 -0.5 -0.3 -0.94
C -13.809355 1.356636 -16.378682 0.7 -0.8 -2.2 0.56
O -13.180377 1.978165 -15.585751 0.8 2.1 2.4 -0.60
N -13.647371 -0.000331 -16.395556 -1.3 -2.0 -1.3 -0.17
C -14.217359 -0.878904 -17.428397 0.0 0.4 -0.4 -0.90
H -15.184779 1.469402 -18.139582 0.3 -0.3 -0.1 0.30
H -13.680094 2.378565 -18.313873 0.4 -0.6 0.1 0.26
H -14.973919 3.009978 -17.469240 0.1 -0.1 1.1 0.33
H -13.179545 -0.564107 -15.700288 0.2 1.2 0.5 0.25
H -14.055656 -1.948890 -17.297747 0.0 0.1 1.0 0.31
H -13.689575 -0.743777 -18.372479 -0.4 0.5 -0.3 0.30
H -15.289198 -0.689617 -17.486975 0.1 -0.2 -0.5 0.29
C -12.562071 8.447220 -17.517077 -0.8 -0.7 0.8 -1.07
C -12.464360 8.616751 -15.975609 2.3 -4.2 -0.5 0.74
O -12.014413 7.671606 -15.228406 -1.3 2.9 -1.9 -0.70
N -12.802175 9.799702 -15.563081 -1.2 1.5 -0.6 -0.16
C -12.684461 10.260435 -14.244926 0.3 0.3 1.4 -0.84
H -12.705996 7.378939 -17.678824 0.3 0.1 -0.2 0.29
H -11.726769 8.831639 -18.102380 0.2 -0.1 0.4 0.27
H -13.459508 8.926910 -17.907735 -0.1 0.2 0.1 0.35
H -13.177933 10.474715 -16.213676 0.2 -0.4 -0.2 0.23
H -13.568405 10.841420 -13.981893 0.2 0.1 0.2 0.31
H -11.776396 10.862285 -14.208932 -0.1 0.3 0.6 0.28
H -12.583083 9.412289 -13.567821 0.0 0.1 0.0 0.31
C -11.753546 -0.060385 -6.911613 -0.7 0.4 -0.1 -0.90
C -11.805257 1.459919 -7.111889 0.7 -1.8 -1.0 0.61
O -11.782575 1.964796 -8.233897 0.0 0.0 0.6 -0.67
N -11.808886 2.155638 -5.983387 -0.6 1.5 1.0 -0.17
C -11.999752 3.584832 -6.051652 0.4 1.2 -0.1 -0.82
H -11.787081 -0.373509 -5.868100 0.3 0.2 0.0 0.29
H -10.905001 -0.503837 -7.432588 -0.1 0.1 0.0 0.25
H -12.686977 -0.431313 -7.334955 0.1 -0.2 -0.3 0.27
H -12.042239 1.739532 -5.093153 0.2 -0.3 -0.4 0.28
H -12.784792 3.902802 -6.737735 -0.4 -0.4 0.3 0.27
H -11.136580 4.111620 -6.458508 0.4 -0.3 0.0 0.24
H -12.130069 4.021498 -5.061481 -0.3 -0.3 0.0 0.34
```
Forces are in eV/Å.

Total charge: +1
HOMO level: -11.231 eV
Orbital gap: 4.43 eV
ΔE to the lowest compared entry with this formula, charge and spin: 5.497 eV
Molar mass: 483.72 g/mol

=====

Record 2
Density functional theory data (ωB97M-V with the def2-TZVPD basis set) for an isolated molecule of C25H27N3O5.

XYZ file:
```
60
Properties=species:S:1:pos:R:3:forces:R:3:mulliken_charge:R:1
C -1.678287 3.576527 -5.239066 0.0 -0.3 0.4 -1.39
C -1.064481 2.434632 -4.451668 0.3 -0.1 -0.5 0.02
H -1.217553 1.473417 -4.955672 0.1 0.1 0.1 0.31
H 0.014407 2.575719 -4.315944 -0.2 -0.1 0.0 0.16
O -1.687788 2.386470 -3.168833 -0.3 0.2 0.2 -0.28
C -1.244771 1.445198 -2.330081 0.4 -0.3 -0.1 0.38
O -0.362564 0.666516 -2.620481 -0.2 0.1 0.0 -0.63
C -1.924221 1.474645 -1.017831 0.0 -0.3 0.4 0.11
C -1.586775 0.497225 -0.104482 0.0 0.2 -0.5 -0.08
C -2.131671 0.483837 1.185914 -0.4 0.4 0.1 0.57
C -3.147553 1.432037 1.488835 0.5 -0.4 -0.2 -0.23
N -3.841285 1.411912 2.647983 -0.5 0.3 0.3 -0.72
C -3.588971 0.453856 3.487127 0.1 0.0 0.0 -0.88
C -2.582294 -0.525999 3.339722 0.2 0.1 -0.4 0.33
C -1.758880 -0.468301 2.200453 -0.4 0.0 0.4 0.44
N -0.679784 -1.266030 2.059330 -0.1 -0.5 0.2 -0.09
C 0.461317 -1.007798 1.279234 0.6 0.0 -0.2 -1.42
C 1.024128 0.265964 1.222364 0.0 -0.3 0.1 0.06
C 2.087563 0.520983 0.389952 0.0 0.0 -0.1 -0.40
C 2.636865 -0.478540 -0.428236 -0.2 -0.2 0.3 1.29
C 2.124045 -1.772930 -0.282818 0.3 0.1 -0.2 -0.28
C 1.060330 -2.031641 0.558175 -0.3 0.3 0.2 -1.09
H 0.661073 -3.033418 0.623579 -0.1 -0.1 0.0 0.44
H 2.526399 -2.595503 -0.851334 0.0 0.0 -0.1 0.24
N 3.694790 -0.173566 -1.266846 0.4 0.0 0.0 -0.07
C 4.340357 -1.206411 -2.053531 -0.2 -0.2 -0.3 -0.99
H 4.404881 -2.135385 -1.489676 0.0 0.0 0.0 0.46
C 3.611880 -1.407491 -3.389219 0.2 -0.2 0.2 -0.32
O 3.588441 -0.200453 -4.118191 0.1 0.0 -0.1 -0.48
C 2.954379 0.821876 -3.377131 0.0 0.3 0.3 -0.39
C 3.664885 1.059156 -2.035753 -0.2 0.1 -0.4 -0.84
H 3.149900 1.847689 -1.493112 0.1 0.0 0.0 0.35
H 4.699650 1.368461 -2.218486 -0.1 0.1 0.0 0.34
H 3.001002 1.716536 -4.000883 -0.1 0.0 0.1 0.42
H 1.903730 0.557340 -3.186755 0.1 0.1 0.0 0.34
H 4.132329 -2.133496 -4.016479 -0.1 0.0 0.1 0.37
H 2.582547 -1.749814 -3.204103 0.1 0.0 0.0 0.28
H 5.359431 -0.861398 -2.262041 -0.1 -0.1 0.0 0.39
H 2.507421 1.514237 0.384042 0.1 0.1 0.0 0.51
H 0.608510 1.059370 1.825947 0.0 0.1 0.1 0.47
H -0.623018 -2.041107 2.708311 0.0 0.2 -0.1 0.54
C -2.464879 -1.473433 4.455762 -0.1 -0.1 0.3 0.55
O -3.033414 -1.342508 5.513436 0.1 -0.1 -0.1 -0.62
O -1.678190 -2.549754 4.192147 0.0 0.3 -0.3 -0.44
C -1.524474 -3.503640 5.243965 0.0 -0.3 0.6 -0.36
C -0.439705 -3.081460 6.224078 -0.3 0.1 -0.3 -1.12
H -0.317429 -3.848850 6.982926 0.0 -0.1 0.1 0.41
H -0.723289 -2.150196 6.708423 0.0 0.0 0.1 0.32
H 0.507163 -2.938376 5.707432 0.1 0.0 0.0 0.28
H -2.481802 -3.611348 5.762989 0.2 -0.1 -0.1 0.35
H -1.265047 -4.438734 4.742180 -0.1 0.1 0.0 0.34
H -4.189201 0.427076 4.387311 0.0 -0.1 0.1 0.49
C -3.476042 2.424050 0.541706 0.1 0.1 -0.2 -0.61
C -2.864176 2.465246 -0.678993 -0.1 0.0 0.1 -0.64
H -3.105339 3.231579 -1.398608 -0.1 0.1 0.0 0.50
H -4.234951 3.138595 0.818555 -0.1 0.1 0.0 0.49
H -0.904058 -0.270091 -0.430463 0.1 0.0 0.0 0.77
H -1.518556 4.517900 -4.720050 0.0 0.1 0.0 0.33
H -1.219464 3.629780 -6.221917 0.0 0.0 -0.1 0.41
H -2.747509 3.419842 -5.353193 -0.1 0.0 -0.1 0.33
```
Forces are in eV/Å.

HOMO level: -7.389 eV
Orbital gap: 7.40 eV
ΔE to the lowest compared entry with this formula, charge and spin: 1.057 eV
SMILES: CCOC(=O)c1ccc2ncc(C(=O)OCC)c(Nc3ccc(N4CCOCC4)cc3)c2c1
Molar mass: 449.51 g/mol

=====

Record 3
Density functional theory data (ωB97M-V with the def2-TZVPD basis set) for a cluster of 2 separate species, C27H18BF9O2 in total in a non-equilibrium geometry.

XYZ file:
```
57
Properties=species:S:1:pos:R:3:forces:R:3:mulliken_charge:R:1
C 6.270382 -2.251655 3.643189 -0.2 0.6 0.3 -0.88
O 5.619018 -1.003148 3.901359 0.1 -0.4 -0.3 -0.45
C 4.313242 -0.986288 3.541751 -0.8 0.1 0.0 0.86
C 3.709271 0.285997 3.410283 0.6 -1.1 0.2 -0.69
C 2.402279 0.343769 2.956131 0.4 -0.2 0.7 -0.50
C 1.638842 -0.798251 2.765435 0.9 0.7 -1.5 0.26
C 0.569711 -0.568837 1.704348 -0.1 -1.9 -0.3 0.35
O -0.706221 -1.149414 1.916549 -0.5 0.3 0.4 -0.18
C -1.061483 -1.779505 3.147873 0.2 0.1 -0.3 -0.79
C 2.287492 -2.054989 2.801342 0.3 0.3 0.2 -0.51
C 3.611242 -2.185554 3.228758 -0.1 1.0 0.2 -0.64
H 7.320602 -2.010552 3.736098 0.2 -0.3 0.0 0.24
H 5.943558 -2.976978 4.393021 0.3 -0.1 -0.1 0.33
H 6.014139 -2.618158 2.639994 0.3 0.1 0.2 0.40
H 4.325678 1.162229 3.608542 -0.2 -0.2 -0.2 0.39
H 1.990986 1.251656 2.553654 -0.1 0.5 0.5 0.42
H 0.430297 0.428644 1.209546 0.3 -0.5 1.2 -0.29
H -0.777268 -2.844235 3.069785 0.0 0.3 0.5 0.30
H -0.632450 -1.287088 4.045203 0.0 -0.4 -0.5 0.34
H -2.158371 -1.733069 3.250490 0.4 0.1 -0.3 0.23
H 1.845285 -2.906761 2.290722 -0.3 0.0 0.4 0.36
H 4.145174 -3.148639 3.258120 -0.7 0.6 -0.1 0.35
F -1.171826 6.515517 -1.218291 -0.1 -1.8 1.4 -0.29
C -1.287909 5.171990 -0.862756 -0.1 0.1 -2.3 0.44
C -2.562637 4.602038 -0.866255 -0.1 0.9 0.2 -0.86
C -2.668302 3.227845 -0.942266 -0.2 -0.5 0.9 -0.01
F -3.884880 2.664736 -0.639017 1.0 0.7 -1.0 -0.27
C -1.575553 2.372356 -1.184569 0.1 1.0 0.3 1.05
B -1.765992 1.013066 -1.839617 1.3 -1.3 2.2 0.29
C -3.010897 0.135174 -1.590779 -0.9 -0.6 0.4 0.19
C -3.512177 -0.502902 -0.421294 0.1 -0.1 0.5 0.45
F -2.893524 -0.460980 0.828095 -0.9 0.7 -2.4 -0.27
C -4.657738 -1.298923 -0.443886 0.0 -0.4 -0.1 -0.68
C -5.252339 -1.567432 -1.675206 -0.7 0.2 0.2 0.44
F -6.372599 -2.386219 -1.712776 1.5 1.0 0.0 -0.32
C -4.796153 -0.985329 -2.853798 -0.1 -0.2 0.3 -0.86
C -3.698936 -0.149519 -2.767542 0.2 -0.8 0.3 0.34
F -3.140866 0.328507 -3.925876 -0.6 0.0 0.6 -0.30
C -0.560735 0.277812 -2.516675 0.6 -0.9 -0.5 0.82
C -0.071701 -1.036750 -2.269473 0.4 -0.2 0.4 0.04
F -0.415546 -1.708091 -1.117103 -0.2 0.9 -1.3 -0.32
C 0.864277 -1.706908 -3.078694 0.1 0.1 0.2 -0.87
C 1.369211 -1.013439 -4.173897 -0.9 -0.1 -1.2 0.51
F 2.076219 -1.703015 -5.149732 -0.4 0.9 1.5 -0.31
C 0.987102 0.305320 -4.448674 0.0 -0.5 0.5 -0.87
C 0.053618 0.892049 -3.602777 0.7 0.1 -0.1 0.36
F -0.260535 2.198770 -3.841725 0.0 -0.6 -0.1 -0.34
H 1.092018 -1.189385 0.969055 -0.7 0.2 -0.9 0.11
C -0.323403 3.001948 -0.981801 0.5 -0.1 0.7 -0.05
F 0.780091 2.216866 -0.728977 -1.1 0.7 -0.9 -0.34
C -0.135852 4.370831 -0.869646 -0.2 0.7 0.3 -0.77
H -3.460564 5.222306 -0.856455 0.3 -0.2 0.1 0.44
H -5.046670 -1.748789 0.480019 0.3 0.2 -0.5 0.46
H -5.242310 -1.198788 -3.802345 -0.2 -0.1 -0.3 0.52
H 1.219226 -2.731538 -2.865852 -0.5 0.8 0.0 0.44
H 1.377671 0.853529 -5.283803 0.1 0.0 -0.3 0.50
H 0.848799 4.848150 -0.817808 -0.4 -0.4 0.0 0.44
```
Forces are in eV/Å.

HOMO level: -8.203 eV
Orbital gap: 7.13 eV
ΔE to the lowest compared entry with this formula, charge and spin: 0.000 eV
SMILES: Fc1cc(F)c(B(c2c(F)cc(F)cc2F)c2c(F)cc(F)cc2F)c(F)c1.COCc1ccc(OC)cc1
Molar mass: 556.23 g/mol

=====

Record 4
Density functional theory data (ωB97M-V with the def2-TZVPD basis set) for an isolated molecule of C5H7ClOS in a non-equilibrium geometry.

XYZ file:
```
15
Properties=species:S:1:pos:R:3:forces:R:3:mulliken_charge:R:1
C -0.338581 2.576250 0.561647 -1.6 -1.5 -1.4 -0.68
C -0.232803 0.579996 -0.801803 -0.1 1.3 2.9 -0.76
C -0.643211 -0.719632 0.022005 0.1 2.5 -1.0 0.22
C 0.355722 -1.703022 -0.272955 0.7 -3.0 0.9 0.64
C 0.717341 -2.772101 0.460324 2.7 -1.1 -3.6 -0.81
H -1.133315 3.302774 0.898715 1.1 -0.9 -0.4 0.22
H -0.155720 1.770065 1.270324 0.0 0.6 0.7 0.34
H 0.607706 3.029652 0.251738 -0.3 0.2 0.0 0.29
H -0.280372 0.409869 -1.833606 0.2 -0.6 -1.4 0.44
H 0.768282 0.863938 -0.425022 0.4 -1.2 -0.8 0.44
H 1.572012 -3.446975 -0.161990 -2.5 1.7 2.5 0.16
H 0.334083 -3.109253 1.372449 -0.6 -0.1 1.2 0.35
O -0.900642 1.793315 -0.604560 -0.7 1.3 1.3 -0.43
S -1.871136 -0.870526 1.054854 0.2 0.1 -0.2 -0.19
Cl 1.200633 -1.704351 -1.792120 0.1 0.7 -0.9 -0.22
```
Forces are in eV/Å.

HOMO level: -8.926 eV
Orbital gap: 7.91 eV
ΔE to the lowest compared entry with this formula, charge and spin: 2.885 eV
SMILES: C=C(Cl)C(=S)COC
Molar mass: 150.63 g/mol